Record 1
{"formula": "C29H57N7O5P2", "method": "wB97M-V/def2-TZVPD", "elements": ["P", "P", "O", "O", "O", "O", "O", "N", "N", "N", "N", "N", "N", "N", "C", "C", "C", "C", "C", "C", "C", "C", "C", "C", "C", "C", "C", "C", "C", "C", "C", "C", "C", "C", "C", "C", "C", "C", "C", "C", "C", "C", "C", "H", "H", "H", "H", "H", "H", "H", "H", "H", "H", "H", "H", "H", "H", "H", "H", "H", "H", "H", "H", "H", "H", "H", "H", "H", "H", "H", "H", "H", "H", "H", "H", "H", "H", "H", "H", "H", "H", "H", "H", "H", "H", "H", "H", "H", "H", "H", "H", "H", "H", "H", "H", "H", "H", "H", "H", "H"], "xyz": [[-3.904533, -1.827779, 1.542082], [2.919734, 0.655612, 3.733599], [-3.443898, -0.993505, 2.741086], [2.369022, 1.975962, 4.277396], [-2.079615, -1.948304, -4.473561], [0.877833, 0.950312, -0.459138], [2.456820, -0.066971, -3.967983], [3.226722, 0.022904, 5.297381], [4.285386, 1.426806, 3.002969], [3.764004, 4.567953, -7.351106], [-5.428630, -1.040220, 1.488241], [-4.348382, -2.735169, 0.119166], [-3.919410, -3.300104, 2.450174], [3.438533, -0.849417, 3.021647], [4.178339, 3.139649, -7.260072], [2.208559, 2.523061, -5.591047], [-2.959091, -3.384740, 3.553325], [3.003545, 2.143650, -6.916812], [4.448295, -0.214531, 6.028492], [1.267635, 0.087882, -3.818346], [0.788454, 1.889907, -5.673427], [3.838158, -0.865492, 1.614891], [-0.525108, 1.002054, -0.128967], [-6.762195, -1.473016, 1.832736], [5.660408, 1.278900, 3.428933], [0.523421, -0.415968, -2.526425], [3.701009, -2.120033, 3.663880], [-3.634391, -3.976689, -0.181177], [-1.050561, 0.198764, -5.052174], [-0.173025, 2.492802, -6.631913], [-5.467900, -2.537355, -0.778135], [0.323396, 0.749104, -4.883798], [-0.721649, -0.949150, -2.705296], [-0.829491, 1.728811, 1.246229], [-0.687508, 3.310071, 1.169642], [4.090911, 2.816993, 2.583587], [1.216295, -0.283368, -1.118658], [-2.000615, 0.780147, -5.988846], [-5.415640, 0.348134, 1.049963], [-5.103257, -4.038713, 2.834660], [-1.534962, 1.957199, -6.762767], [-1.391280, -1.019366, -4.122640], [2.054520, -0.320912, 6.090364], [-1.993435, -2.968528, 3.266939], [4.535093, -1.275803, 6.304274], [2.140934, 3.639107, -5.431555], [-2.777686, -4.424689, 3.839843], [-1.262395, -1.316998, -1.793271], [-6.392765, 0.826754, 1.152555], [-6.349074, -3.082038, -0.426643], [3.531201, -1.791169, 1.115387], [6.343749, 1.695530, 2.682160], [4.171172, 3.506232, 3.433273], [-0.274213, 1.297226, 2.121109], [-5.755134, -4.234193, 1.980964], [4.835585, 3.112298, 1.838647], [1.520695, -1.172581, 5.647400], [-1.052459, 1.534356, -0.968527], [4.739810, -2.178217, 4.002303], [4.547972, 2.865817, -8.293232], [1.358999, 0.519028, 6.155937], [3.410726, 1.096408, -6.783281], [-0.904238, -0.058892, -0.084256], [5.056092, 3.051373, -6.561387], [-5.132064, 0.419710, -0.009235], [3.537606, -2.955346, 2.975370], [-5.240757, -2.903363, -1.784292], [0.126662, 3.372966, -7.256802], [-1.654502, 3.781326, 0.829259], [-1.924009, 1.539688, 1.465492], [-7.432041, -1.393580, 0.964084], [2.903702, 4.596544, -7.900160], [0.138822, 3.651057, 0.494648], [5.948340, 0.229046, 3.515034], [3.613252, 4.942528, -6.411794], [-2.284687, 2.412416, -7.460084], [-0.513422, 3.666292, 2.227314], [-2.639679, -3.980703, 0.263272], [3.114996, 2.954389, 2.118561], [2.271870, 2.072930, -7.776670], [4.473880, 0.371694, 6.953760], [-3.488284, -4.111386, -1.258053], [5.850340, 1.802443, 4.373725], [2.821497, 2.139357, -4.729939], [-7.182513, -0.854351, 2.633288], [-4.834707, -5.029828, 3.213630], [4.922466, -0.778504, 1.512529], [-4.706937, 0.942080, 1.632501], [3.034947, -2.321184, 4.501396], [-5.722381, -1.488321, -0.919400], [0.972173, -1.188327, -0.495944], [-3.319391, -2.848123, 4.439494], [-4.183208, -4.845504, 0.189470], [-5.660766, -3.525820, 3.627388], [5.359632, 0.014270, 5.491794], [-6.844082, -2.500592, 2.160485], [2.338451, -0.244732, -1.230569], [3.371674, -0.051479, 1.060365], [-3.039680, 0.387934, -6.101206], [2.312314, -0.602425, 7.114498]], "forces_ev_per_angstrom": [[-6.4, -2.2, 4.1], [6.5, 1.3, 3.8], [3.3, 1.0, -2.8], [-3.5, -1.3, -2.2], [0.2, 0.7, 0.4], [-0.4, -1.0, 0.0], [-0.7, 0.3, 0.1], [-0.3, -0.8, 1.0], [0.0, 0.8, -1.1], [0.3, -0.9, 0.3], [-0.9, 0.9, -0.6], [2.0, 0.0, 0.1], [1.2, -0.6, 0.4], [-1.2, 0.8, -1.3], [-0.1, -0.2, -0.7], [0.3, -0.5, -0.1], [0.1, 0.3, 0.0], [0.0, -0.1, 0.4], [0.2, -0.5, -0.2], [-1.4, 0.0, 0.2], [-1.8, -0.3, -0.3], [-0.5, 0.0, -0.5], [-0.5, 0.1, 0.7], [-0.2, -0.3, -0.4], [0.1, -0.7, -0.3], [-0.5, 0.0, -0.6], [-0.8, -0.5, 0.3], [0.6, 0.1, -0.4], [0.7, 1.0, -0.2], [-1.2, -1.9, 1.2], [0.0, 0.8, -0.7], [-0.7, 0.7, -1.0], [0.8, 0.5, 0.0], [-0.6, 0.4, -0.8], [-0.2, -0.4, 0.6], [-0.3, 0.1, 0.1], [0.6, 0.1, -0.7], [2.7, 1.1, 0.3], [0.5, 0.0, 0.1], [-0.1, -0.3, -0.7], [1.0, -1.0, 1.2], [0.7, 0.9, 0.2], [-0.3, 0.3, -0.3], [-0.1, 0.1, 0.1], [0.0, 0.0, 0.2], [-0.2, -1.1, -0.5], [-0.2, -0.1, -0.2], [0.3, 0.0, -1.3], [0.0, -0.3, 0.1], [0.0, 0.1, 0.1], [0.0, 0.0, 0.2], [-0.2, 0.1, -0.1], [-0.1, 0.1, 0.0], [-0.2, 0.3, -1.0], [-0.1, 0.2, 0.0], [0.1, -0.3, 0.0], [-0.2, -0.1, 0.1], [0.2, -0.5, 0.8], [0.0, 0.1, 0.1], [-0.2, 0.1, 1.1], [-0.1, 0.0, 0.0], [-0.4, 1.1, -0.1], [0.2, 1.0, 0.1], [-1.0, 0.0, -0.5], [0.0, 0.2, -0.1], [0.0, 0.2, -0.2], [0.2, -0.1, 0.1], [-0.3, -1.0, 0.8], [1.0, -0.5, 0.2], [1.2, -0.1, -0.2], [-0.1, 0.1, 0.0], [0.2, 0.3, 0.4], [-0.6, -0.3, 0.7], [-0.1, 0.0, 0.2], [-0.2, -0.1, -0.6], [1.0, -0.3, 0.7], [0.0, -0.1, -1.2], [-0.2, -0.1, 0.1], [0.0, 0.0, 0.2], [0.8, 0.3, 0.8], [-0.1, 0.0, 0.0], [-0.1, 0.2, 0.0], [0.1, -0.1, 0.1], [-0.9, 0.3, -0.8], [0.1, 0.0, 0.0], [0.2, 0.1, 0.0], [0.0, 0.0, 0.1], [0.1, 0.0, 0.0], [0.2, 0.2, 0.1], [-0.1, -0.1, 0.3], [0.0, 0.9, -0.4], [0.1, 0.0, 0.0], [0.0, 0.0, 0.1], [-0.1, 0.0, 0.0], [-0.1, 0.1, -0.2], [0.3, -0.1, 0.0], [-1.2, -0.1, -0.1], [0.2, 0.0, 0.1], [1.2, 0.3, 0.1], [0.2, 0.0, -0.2]], "spin_multiplicity": 1, "homo_energy_ev": -7.7, "de_lowest_kcal_mol": 0.0, "smiles": "CCCOCC1=CC(=O)c2cccc(CCCN)c2C1=O.CN(C)P(=O)(N(C)C)N(C)C.CN(C)P(=O)(N(C)C)N(C)C", "lumo_energy_ev": -0.8734, "mol_weight_g_mol": 645.77}

Record 2
{"formula": "C29H57O24PS6Si", "method": "wB97M-V/def2-TZVPD", "elements": ["S", "S", "S", "S", "S", "S", "P", "Si", "O", "O", "O", "O", "O", "O", "O", "O", "O", "O", "O", "O", "O", "O", "O", "O", "O", "O", "O", "O", "O", "O", "O", "O", "C", "C", "C", "C", "C", "C", "C", "C", "C", "C", "C", "C", "C", "C", "C", "C", "C", "C", "C", "C", "C", "C", "C", "C", "C", "C", "C", "C", "C", "H", "H", "H", "H", "H", "H", "H", "H", "H", "H", "H", "H", "H", "H", "H", "H", "H", "H", "H", "H", "H", "H", "H", "H", "H", "H", "H", "H", "H", "H", "H", "H", "H", "H", "H", "H", "H", "H", "H", "H", "H", "H", "H", "H", "H", "H", "H", "H", "H", "H", "H", "H", "H", "H", "H", "H", "H"], "xyz": [[-1.980797, 9.689677, 1.818002], [-1.877457, 0.867672, -3.547521], [-2.828763, -4.598349, 2.273041], [0.756235, -8.307881, -1.086712], [-2.855568, 5.159153, 0.351967], [-0.721846, -5.766139, -4.288602], [-1.669810, 3.673051, -0.117812], [-0.598122, 0.366546, 1.628493], [-0.397031, -5.783788, -5.671274], [2.936746, -0.140358, 3.267986], [-1.463511, 1.971958, -2.752376], [-1.414666, -6.848270, -3.687115], [1.151410, 4.986071, 3.682988], [-1.679272, 8.523599, 2.862715], [-1.465742, -4.706669, 1.440475], [-0.173475, 4.516819, 1.953218], [-1.932110, 10.929536, 2.508891], [-0.483455, -8.757041, -0.565814], [-3.909956, -4.855554, 1.395454], [-3.093771, 9.345246, 1.010956], [0.948322, -6.964262, -1.496619], [0.586906, -5.473368, -3.430560], [-1.484022, -4.394275, -3.976624], [-1.567090, 1.204188, -5.069975], [1.201452, -9.293329, -2.259748], [-1.413650, -0.439415, -3.240081], [1.929151, -8.691796, -0.054340], [-2.584199, -5.858118, 3.222054], [-0.652233, 9.521826, 0.940720], [-3.460688, 0.839974, -3.655401], [4.080630, -0.539017, -2.790988], [-2.792552, -3.424856, 3.071051], [-0.798485, -3.667457, -2.943259], [-1.448233, -6.613454, 2.771192], [1.571128, 3.060839, -2.241957], [2.284473, 0.762226, 3.696726], [0.301125, 8.722489, 1.655929], [-2.045390, 0.100146, 0.440516], [3.646386, 1.830908, -3.172836], [-1.872235, 2.467638, 2.838421], [1.175963, 2.400561, -0.895229], [-3.876778, 1.453905, -4.888973], [0.697692, 2.648850, 3.102258], [3.100174, 3.083561, -2.453993], [-0.276508, 3.336481, 1.100851], [0.918594, -0.392908, 0.793163], [-1.656656, 1.738224, 5.334155], [2.487917, -9.861482, -1.984259], [-0.960788, -0.756508, 3.088636], [-0.551498, -5.582542, 2.116203], [2.897966, -1.146633, -2.326797], [-0.547124, 7.741684, 2.436031], [0.649913, -4.081458, -3.101402], [2.108829, 2.058346, 2.959085], [1.005579, 3.438015, 0.245118], [0.635076, 4.179340, 2.980684], [4.268256, 0.770436, -2.254790], [-1.928537, 2.860765, 4.322147], [-2.767085, 1.103132, -5.859530], [2.559616, -9.910993, -0.471437], [-0.453658, 2.217552, 2.179725], [2.866651, 1.374653, -3.787760], [-3.952119, 2.530944, -4.730128], [4.432966, 2.150824, -3.863577], [0.002019, -5.001349, 2.857379], [-2.955767, 3.194780, 4.508148], [0.647876, -0.656375, -0.237543], [1.909466, 3.529121, 0.846840], [-1.911282, -0.531355, 3.567511], [-0.939720, -1.774953, 2.694255], [3.356972, 3.958961, -3.057747], [1.815684, 0.218225, 0.730508], [-0.941500, -2.599497, -3.083195], [-0.738406, 1.184648, 5.130359], [1.781828, 0.661480, 4.677125], [2.558942, -10.844374, -2.441529], [1.168060, -1.339216, 1.283442], [3.823818, 0.791789, -1.250527], [1.232796, -3.945640, -2.193636], [2.028090, 1.773630, -0.622354], [3.589782, 3.206772, -1.479770], [-2.505366, 1.576316, 2.746489], [-2.855175, 0.078320, -6.222935], [5.343286, 0.928458, -2.135749], [-2.425598, 2.520868, -0.316670], [-0.899276, 6.924766, 1.807784], [2.774761, 2.762897, 3.486800], [1.088382, 2.505345, -3.049500], [-0.975534, -7.104404, 3.617484], [1.991284, -10.752112, -0.069335], [0.140708, -6.014652, 1.399790], [3.253933, -9.206100, -2.402816], [-1.055301, 3.941651, -1.340694], [0.294854, 1.763125, -1.001923], [-2.482941, -0.875699, 0.683886], [-2.489468, 1.028866, 5.352238], [0.971255, 8.233366, 0.954530], [-4.843392, 1.060273, -5.187791], [2.078091, -0.421846, -2.221483], [-2.400748, 3.259736, 2.300774], [-0.132780, -0.698394, 3.804603], [0.874549, 9.377862, 2.315370], [0.514330, 2.525627, 4.176292], [2.581094, -1.898905, -3.055045], [-2.710527, 1.786266, -6.701827], [1.128588, -3.551154, -3.928576], [1.208118, 4.092485, -2.276619], [-1.790481, -7.361100, 2.055606], [-1.300903, 3.723576, 4.564137], [2.503565, 1.969261, 1.949415], [-2.838228, 0.830985, 0.604733], [0.905659, 4.407802, -0.259165], [3.578725, -9.946161, -0.097064], [-1.597752, 2.168487, 6.337114], [-0.029398, 7.334561, 3.300346], [-1.736987, 0.055720, -0.605375], [-1.200473, -3.976463, -1.975724], [3.046212, -1.647195, -1.359733]], "forces_ev_per_angstrom": [[0.2, -0.2, 0.0], [-0.1, 0.0, -0.2], [0.1, -0.2, 0.0], [0.2, -0.2, -0.1], [0.2, -0.1, 0.0], [0.0, 0.1, 0.1], [-1.2, 1.3, 0.5], [0.3, -0.4, -0.3], [-0.1, -0.1, 0.0], [0.5, -0.7, -0.2], [0.0, -0.1, -0.1], [0.1, -0.1, -0.1], [0.4, 0.6, 0.5], [0.1, 0.2, 0.0], [-0.1, -0.2, -0.1], [0.0, 0.1, -0.2], [-0.1, 0.0, 0.0], [-0.1, 0.1, 0.0], [0.0, 0.1, 0.0], [0.0, 0.1, 0.0], [0.0, -0.2, 0.7], [-0.3, 0.3, -0.4], [0.2, 0.0, -0.1], [-0.1, 0.2, 0.1], [-0.1, -0.1, 0.2], [0.0, 0.1, 0.1], [0.1, 0.1, -0.2], [0.1, 0.2, 0.1], [-0.1, -0.2, -0.1], [0.1, -0.2, -0.1], [0.2, 0.1, 0.1], [-0.2, 0.0, 0.1], [0.0, 0.0, 0.4], [0.0, -0.3, -0.3], [0.1, -0.2, 0.4], [-0.4, 0.2, -0.2], [0.2, 0.1, 0.3], [0.0, 0.0, 0.4], [0.4, 0.4, 0.2], [0.0, 0.1, 0.4], [0.6, 0.4, 0.2], [0.0, 0.4, -0.1], [0.1, 0.3, 0.8], [-0.3, -0.1, -0.3], [0.6, 0.0, -0.1], [-0.1, -0.2, -0.3], [-0.2, 0.2, 0.0], [0.3, 0.1, 0.0], [0.7, 0.5, -0.1], [0.2, 0.1, 0.3], [-0.2, -0.1, -0.1], [0.1, -0.3, -0.2], [0.1, 0.2, -0.2], [0.1, 0.7, 0.2], [-0.3, -0.2, -0.9], [-0.1, -0.7, -0.5], [-0.4, -0.4, 0.0], [-0.2, -0.1, 0.3], [-0.2, -0.3, -0.1], [-0.2, -0.3, 0.0], [-0.3, -0.4, -0.6], [0.0, 0.0, 0.1], [0.0, 0.0, 0.0], [-0.1, -0.1, -0.1], [0.0, 0.0, 0.0], [0.1, 0.1, -0.1], [0.0, 0.1, 0.1], [-0.1, -0.1, 0.1], [0.1, -0.3, 0.1], [-0.3, 0.1, 0.0], [0.0, 0.0, 0.1], [0.0, -0.1, 0.2], [-0.1, -0.1, -0.1], [-0.1, 0.0, 0.1], [-0.1, 0.2, 0.1], [-0.2, 0.0, -0.1], [0.1, 0.2, 0.1], [0.1, 0.1, 0.0], [0.0, -0.2, 0.0], [-0.4, -0.3, 0.0], [0.1, 0.1, -0.1], [0.1, 0.1, -0.1], [0.0, 0.0, 0.0], [-0.1, 0.0, -0.1], [0.5, -0.3, -0.1], [-0.1, 0.0, 0.0], [-0.1, 0.0, -0.1], [0.1, 0.2, -0.1], [-0.1, 0.1, 0.1], [0.0, 0.0, 0.0], [-0.1, 0.1, -0.2], [0.0, 0.0, 0.0], [0.3, -0.4, 0.0], [0.0, 0.0, 0.0], [0.1, 0.0, 0.0], [0.2, 0.0, -0.1], [-0.1, 0.1, -0.2], [0.0, -0.2, 0.2], [0.1, 0.0, 0.0], [0.1, -0.1, 0.0], [-0.2, 0.0, 0.2], [0.0, 0.0, 0.0], [-0.4, -0.2, -0.2], [0.2, 0.1, 0.0], [0.2, 0.1, 0.1], [0.0, 0.0, 0.0], [-0.2, -0.1, 0.0], [0.0, 0.0, -0.1], [0.0, 0.0, -0.2], [-0.1, -0.2, 0.0], [-0.1, -0.1, -0.2], [0.1, 0.1, 0.3], [0.0, 0.2, 0.1], [0.1, -0.1, 0.0], [-0.1, 0.1, 0.1], [-0.1, 0.2, 0.0], [0.0, 0.0, 0.0], [0.0, 0.2, 0.0]], "spin_multiplicity": 1, "homo_energy_ev": -8.6, "smiles": "CCC[C@]1([Si](C)(C)C)[C@@H](CC=O)C(=O)O[C@]1(CCCCCCOC)[PH2]=S.O=S1(=O)OCCO1.O=S1(=O)OCCO1.O=S1(=O)OCCO1.O=S1(=O)OCCO1.O=S1(=O)OCCO1", "lumo_energy_ev": 0.0639, "mol_weight_g_mol": 1041.21}